This record from the Open Molecules 2025 dataset describes the ion C3H8N with charge +1 in a non-equilibrium geometry. The level of theory is ωB97M-V/def2-TZVPD.

ORCA input file:
```
! RIJCOSX wB97M-V def2-TZVPD def2/J DEFGRID3
* xyz 1 1
C -1.5091 0.4736 0.3420
N -0.8600 -0.2865 -0.6581
C 0.5829 -0.0765 -0.7370
C 1.2539 -0.1612 0.7113
H -2.0327 -0.1796 1.0308
H -2.0549 1.2707 -0.1856
H -1.0163 -1.3000 -0.7942
H 1.0320 -0.4989 -1.6520
H 0.6649 0.9678 -1.0618
H 0.7198 0.7400 1.0467
H 2.3494 0.0577 0.6609
H 0.8700 -1.0072 1.2970
*
```

The value obtained for the relative energy (zero: lowest compared OMol25 entry of this formula, charge and spin) is 85.3 kcal/mol. As for the HOMO energy: -16.30 eV. Its LUMO energy is -7.89 eV. For the total energy, the calculation gives -4719.730 eV. As for the SMILES: C=[NH+]CC.


This record from the Open Molecules 2025 dataset describes a structure of composition C3H8N in a non-equilibrium geometry. The level of theory is ωB97M-V/def2-TZVPD.

ORCA input file:
```
! RIJCOSX wB97M-V def2-TZVPD def2/J DEFGRID3
* xyz 1 1
C 1.6826 0.2592 -0.4853
C 1.1725 -0.5017 0.4317
C -0.8275 -0.5343 0.5879
N -1.3024 0.4291 -0.3996
H 2.6956 -0.0024 -0.3497
H 1.4714 0.8912 -1.2732
H 1.6821 -1.0160 1.2622
H -1.0586 -0.3008 1.6567
H -1.2236 -1.4806 0.4274
H -1.1036 0.3146 -1.4232
H -0.8891 1.4662 -0.0655
H -2.2994 0.4755 -0.3695
*
```

The value obtained for the relative energy (zero: lowest compared OMol25 entry of this formula, charge and spin) is 66.0 kcal/mol. As for the HOMO energy: -14.88 eV. Its LUMO energy is -4.05 eV. For the total energy, the calculation gives -4720.567 eV.


This record from the Open Molecules 2025 dataset describes a cluster of 2 separate species, C3H8N in total in a non-equilibrium geometry. The level of theory is ωB97M-V/def2-TZVPD.

ORCA input file:
```
! RIJCOSX wB97M-V def2-TZVPD def2/J DEFGRID3
* xyz 1 3
C -0.3781 0.0140 0.2154
C 1.6861 -1.3928 -2.7990
C -1.2609 1.1867 2.1901
N -1.1899 0.5538 1.0087
H -0.7026 -0.5671 -0.7590
H 0.6758 -0.3224 0.5367
H 1.6700 -0.5061 -3.4550
H 2.3921 -1.3170 -2.0075
H -1.6058 0.4925 2.9942
H -0.2385 1.6649 2.6804
H -1.8255 2.1525 2.1747
H 0.7773 -1.9592 -2.7796
*
```

The value obtained for the relative energy (zero: lowest compared OMol25 entry of this formula, charge and spin) is 0.0 kcal/mol. As for the HOMO energy (spin up / spin down): -12.26 / -16.63 eV. Its LUMO energy (spin up / spin down) is -5.56 / -8.65 eV. For the total energy, the calculation gives -4717.784 eV. As for the expectation value of S²: 2.015.